[1]
This record from the Open Molecules 2025 dataset describes a molecular structure, C10H16Cl2N2Os. The level of theory is ωB97M-V/def2-TZVPD.

Structure (XYZ):
```
31
Properties=species:S:1:pos:R:3:mulliken_charge:R:1
Os -1.37959 -1.55404 1.46259 1.2309
Cl -2.40166 -2.12549 -0.61566 -0.4203
Cl -2.99234 0.20147 1.52859 -0.5314
C -1.01645 1.69188 -0.99795 -0.4725
H -1.34228 2.06127 -0.02107 0.3391
H -1.77832 0.88856 -1.22416 0.1469
C 0.03198 -1.03227 0.15579 -0.2357
C 0.25883 1.73030 -1.55153 -0.1898
H 0.73658 -0.08500 0.32678 -0.1824
C 0.45779 1.08198 -2.89367 -0.7498
H 1.21395 1.54857 -0.81416 0.2673
C -0.13122 -0.39002 -3.04442 -0.5002
H -0.08663 1.66041 -3.60941 0.3176
H 1.48366 1.13104 -3.20844 0.3837
C 0.63484 -1.57769 -2.43084 -0.5634
H -1.16682 -0.44650 -2.63244 0.1164
H -0.22687 -0.64438 -4.11345 0.4303
C 0.66996 -1.87037 -0.87589 -0.8978
H 0.19866 -2.48754 -2.87083 0.2945
H 1.65669 -1.58236 -2.82577 0.3866
H 0.41400 -2.86947 -0.71475 0.4434
H 1.71253 -1.75449 -0.65314 0.3054
N 0.86496 0.42588 4.28405 -0.0451
C 0.52703 1.69070 3.79401 -0.4726
C -0.25647 1.45911 2.68345 -0.2844
N -0.46226 0.03145 2.56034 -0.1286
C 0.30146 -0.51841 3.47659 -0.3087
H 1.45106 0.16555 5.09197 0.2367
H 0.85016 2.60443 4.23494 0.4206
H -0.66779 2.15932 1.97966 0.3118
H 0.44452 -1.59388 3.51882 0.3517
```

Output
E_LUMO (alpha / beta): -0.223 / -1.189 eV
maximum force: 0.08423 Eh/bohr
frontier orbital gap (alpha / beta): 6.21 / 7.20 eV
E_HOMO (alpha / beta): -6.433 / -8.393 eV
spin multiplicity: 5
charge: 0
DFT total energy: -41114.998 eV

=====

[2]
This record from the Open Molecules 2025 dataset describes CH3N3O2S in the gas phase. The level of theory is ωB97M-V/def2-TZVPD.

Structure (XYZ):
```
10
Properties=species:S:1:pos:R:3:mulliken_charge:R:1
C -1.22964 0.27879 -0.80809 0.1941
N -2.03910 0.19373 0.04733 -0.3937
N 0.36824 -1.30682 1.25699 -0.3509
N 0.03777 -0.09571 -0.95664 -0.3446
O 2.39449 -0.22274 0.08966 -0.5711
O 0.78005 1.22695 1.31450 -0.5005
S 1.08498 -0.01596 0.66865 0.9910
H -0.18176 -0.76785 1.93925 0.3108
H -1.79745 0.57177 -1.70092 0.3671
H 0.58240 0.13784 -1.85073 0.2977
```

Output
E_LUMO (alpha / beta): -3.878 / -1.413 eV
maximum force: 0.11764 Eh/bohr
frontier orbital gap (alpha / beta): 6.28 / 9.33 eV
E_HOMO (alpha / beta): -10.158 / -10.738 eV
spin multiplicity: 1
charge: 0
energy above the lowest of the compared OMol25 structures with the same formula, charge and spin: 516.8 kJ/mol
DFT total energy: -20480.223 eV

=====

[3]
This record from the Open Molecules 2025 dataset describes 2 unconnected molecules or ions with the total composition C2H2N2O3. The level of theory is ωB97M-V/def2-TZVPD.

Structure (XYZ):
```
9
Properties=species:S:1:pos:R:3:mulliken_charge:R:1
H 0.10137 0.14679 1.73540 0.2312
N -0.20489 -0.48451 0.89196 -0.2467
N 0.60995 -0.67461 0.04635 0.0038
C 1.67332 0.05524 -0.34034 0.1991
O 2.86963 -0.11454 -0.35192 -0.4597
H 1.13229 0.78848 -0.93728 0.2667
O -1.95476 -0.70210 -1.15212 -0.3373
C -2.08825 0.01693 -0.27009 0.7190
O -2.13867 0.96832 0.37804 -0.3760
```

Output
E_LUMO: -0.469 eV
maximum force: 0.08256 Eh/bohr
frontier orbital gap: 9.55 eV
E_HOMO: -10.020 eV
spin multiplicity: 1
charge: 0
energy above the lowest of the compared OMol25 structures with the same formula, charge and spin: 223.6 kJ/mol
SMILES string: [H]/N=N\C=O.O=C=O
DFT total energy: -11226.487 eV

=====

[4]
This record from the Open Molecules 2025 dataset describes C6H8 in the gas phase. The level of theory is ωB97M-V/def2-TZVPD.

Structure (XYZ):
```
14
Properties=species:S:1:pos:R:3:mulliken_charge:R:1
C -1.31069 0.91303 0.46232 -1.3849
C -0.32670 0.21260 -0.48463 0.4004
C 1.13894 0.65062 -0.27753 -0.5144
C 1.94631 -0.47983 0.29390 -0.5646
C 1.01638 -1.60162 0.24142 -0.3416
C -0.21887 -1.24903 -0.18389 -0.4554
H -2.31816 0.49008 0.38350 0.3792
H -1.37270 1.98126 0.23117 0.3419
H -0.67204 0.35914 -1.51842 0.3006
H 1.24566 1.55965 0.32859 0.3594
H 1.63305 0.89252 -1.23236 0.3335
H -0.97707 0.80730 1.50105 0.3605
H 1.28673 -2.61274 0.53745 0.4027
H -1.07082 -1.92297 -0.28258 0.3826
```

Output
E_LUMO: -0.317 eV
maximum force: 0.00929 Eh/bohr
frontier orbital gap: 7.77 eV
E_HOMO: -8.085 eV
spin multiplicity: 1
charge: 0
energy above the lowest of the compared OMol25 structures with the same formula, charge and spin: 261.7 kJ/mol
DFT total energy: -6348.071 eV

=====

[5]
This record from the Open Molecules 2025 dataset describes 3 unconnected molecules or ions with the total composition C6H14O2. The level of theory is ωB97M-V/def2-TZVPD.

Structure (XYZ):
```
22
Properties=species:S:1:pos:R:3:mulliken_charge:R:1
C 2.87715 1.72843 0.86848 -0.9986
C 1.63531 1.32221 0.71636 0.5828
C 0.44178 2.24452 0.70812 -1.0796
C 1.32552 -0.12973 0.47947 0.5065
C 0.95468 -0.97453 1.44704 -0.8337
C 1.34736 -0.64330 -0.96229 -1.1721
H 3.73910 1.09260 0.82296 0.3193
H 3.03682 2.78384 1.00824 0.2725
H 0.76675 3.18875 1.13289 0.3870
H -0.38871 1.76314 1.22535 0.3069
H -0.01949 2.30334 -0.30197 0.2446
H 0.82296 -2.05859 1.35438 0.3106
H 0.76822 -0.58475 2.47880 0.2583
H 2.19669 -1.28595 -1.12055 0.3604
H 1.33927 0.10364 -1.76590 0.3557
H 0.58645 -1.39563 -1.15864 0.1832
O -3.94232 -0.19151 -1.14271 -0.6125
H -3.00352 -0.25860 -1.46343 0.3142
H -3.82400 0.39221 -0.40268 0.2936
O -2.67434 -2.55679 -1.13613 -0.6357
H -1.75203 -2.71358 -1.29376 0.3152
H -3.06276 -2.71351 -2.02003 0.3214
```

Output
E_LUMO: 0.499 eV
maximum force: 0.03405 Eh/bohr
frontier orbital gap: 9.89 eV
E_HOMO: -9.386 eV
spin multiplicity: 1
charge: 0
energy above the lowest of the compared OMol25 structures with the same formula, charge and spin: 232.7 kJ/mol
SMILES string: C=C(C)C(=C)C.O.O
DFT total energy: -10542.205 eV

=====

[6]
This record from the Open Molecules 2025 dataset describes C2H7N in the gas phase. The level of theory is ωB97M-V/def2-TZVPD.

Structure (XYZ):
```
10
Properties=species:S:1:pos:R:3:mulliken_charge:R:1
C 0.69144 -0.53024 -0.97324 -0.6602
N 0.25419 -0.24188 0.43726 -0.3431
C -0.94216 0.66480 0.59802 -0.9031
H 1.39747 0.25922 -1.59090 0.1975
H -0.17476 -0.81084 -1.51749 0.3100
H 1.45351 -1.41299 -0.83941 0.2306
H 0.96775 0.17348 0.94894 0.2057
H -1.16987 0.78608 1.63040 0.3538
H -1.85080 0.16731 0.32727 0.3330
H -0.89831 1.72351 0.23167 0.2758
```

Output
E_LUMO: 1.231 eV
maximum force: 0.07654 Eh/bohr
frontier orbital gap: 10.14 eV
E_HOMO: -8.904 eV
spin multiplicity: 1
charge: 0
energy above the lowest of the compared OMol25 structures with the same formula, charge and spin: 108.9 kJ/mol
SMILES string: CNC
DFT total energy: -3676.354 eV

=====

[7]
This record from the Open Molecules 2025 dataset describes HO2P in the gas phase. The level of theory is ωB97M-V/def2-TZVPD.

Structure (XYZ):
```
4
Properties=species:S:1:pos:R:3:mulliken_charge:R:1
O 0.95046 -0.08626 0.52944 -0.1763
O -0.40154 -0.06720 1.15881 -0.2821
P -0.10133 -0.60189 -0.64587 0.3624
H -0.44759 0.75535 -1.04238 0.0959
```

Output
E_LUMO: -1.000 eV
maximum force: 0.08584 Eh/bohr
frontier orbital gap: 9.34 eV
E_HOMO: -10.344 eV
spin multiplicity: 1
charge: 0
energy above the lowest of the compared OMol25 structures with the same formula, charge and spin: 417.4 kJ/mol
SMILES string: o1o[pH]1
DFT total energy: -13395.891 eV

=====

[8]
This record from the Open Molecules 2025 dataset describes a molecular structure, C21H30N2SiV. The level of theory is ωB97M-V/def2-TZVPD.

Structure (XYZ):
```
55
Properties=species:S:1:pos:R:3:mulliken_charge:R:1
C 1.09536 1.76043 0.05502 -0.7662
C 0.09145 1.94269 -0.95650 -0.2807
C -1.18695 1.67396 -0.36087 -0.4060
H 0.26496 2.28978 -1.97904 0.6524
C -0.97487 1.33287 1.01125 -0.9362
C 0.43717 1.38680 1.27169 -0.6706
H 0.90461 1.29903 2.25192 0.7595
H 2.15602 1.99325 -0.06721 0.5530
H -2.15348 1.79418 -0.85790 0.5633
H -1.76214 1.22023 1.76145 0.6916
V 0.05020 -0.16418 -0.28693 -0.1865
C -1.26487 -3.00904 -4.78486 -0.6372
H -1.98958 -2.92395 -3.97579 0.3126
H -1.69765 -2.59425 -5.70148 0.2942
H -0.33777 -2.45868 -4.57299 -0.1023
Si -0.18724 -1.04928 -2.61809 0.4383
C 1.52648 -1.08477 -3.33578 0.2919
C 2.24715 0.12359 -3.33046 -0.0099
H 1.79763 1.02088 -2.89029 0.1876
C 3.51550 0.19149 -3.90338 -0.8525
H 4.05139 1.14152 -3.89497 0.4058
C 4.07745 -0.94364 -4.50210 -0.4675
H 5.04820 -0.87452 -4.99549 0.3863
C 3.37618 -2.15825 -4.48397 -0.6595
H 3.81153 -3.04565 -4.95534 0.3768
C 2.11828 -2.23830 -3.88047 -0.1540
H 1.57145 -3.18429 -3.84269 0.4742
C -1.31960 0.05058 -3.62877 1.1149
C -0.89156 0.60732 -4.84750 -0.4405
H 0.06532 0.28908 -5.27235 0.3518
C -1.67966 1.56401 -5.49138 -0.5767
H -1.31326 2.01431 -6.41502 0.4018
C -2.91339 1.94318 -4.95248 -0.5270
H -3.51852 2.69794 -5.45322 0.3888
C -3.37065 1.34177 -3.77478 -0.4705
H -4.33608 1.62193 -3.35401 0.4221
C -2.58874 0.38397 -3.12469 -1.0292
H -2.95300 -0.10926 -2.21569 0.4590
H -0.70894 -2.41989 -2.39209 -0.3622
H -0.98655 -4.06312 -4.90288 0.2874
N 1.83907 -1.02873 0.17418 -0.3743
C 1.65489 -2.13056 1.17566 -0.8073
C 0.77251 -1.66887 2.32905 -0.2002
C -0.73380 -1.76785 2.13849 -0.8344
N -1.19567 -1.37826 0.76182 -0.3847
H 2.29795 -1.37572 -0.67374 0.1581
H 2.51931 -0.35119 0.53796 0.3841
H 1.26301 -3.01883 0.66098 0.3072
H 2.65130 -2.38946 1.55435 0.5031
H 1.02096 -2.31788 3.17944 0.4721
H 1.03416 -0.64735 2.66106 -0.0259
H -1.07749 -2.79303 2.31376 0.4672
H -1.26209 -1.12479 2.85468 0.3270
H -2.11120 -0.92456 0.84410 0.3533
H -1.44215 -2.23466 0.25451 0.3766
```

Output
E_LUMO (alpha / beta): -3.437 / -2.851 eV
maximum force: 0.03661 Eh/bohr
frontier orbital gap (alpha / beta): 6.92 / 7.49 eV
E_HOMO (alpha / beta): -10.353 / -10.340 eV
spin multiplicity: 3
charge: +1
energy above the lowest of the compared OMol25 structures with the same formula, charge and spin: 0.0 kJ/mol
DFT total energy: -58802.843 eV

=====

[9]
This record from the Open Molecules 2025 dataset describes a molecular structure, C34H35GeIrN2O8P2. The level of theory is ωB97M-V/def2-TZVPD.

Structure (XYZ):
```
83
Properties=species:S:1:pos:R:3:mulliken_charge:R:1
Ir 0.44880 0.14654 -2.32558 2.6493
N 4.02341 2.03672 -3.76387 -0.2121
C 2.62352 2.35270 -4.25958 0.7036
C 2.70537 3.24693 -5.48579 -1.7825
P 1.82672 0.72983 -4.51224 0.7530
O 2.53583 0.25799 -5.86339 -0.5650
O 0.32857 0.75844 -4.57178 -0.7612
O 2.34176 -0.08119 -3.32666 -1.1668
P 1.87479 3.23984 -2.75648 0.6499
O 1.08625 4.47496 -3.40589 -0.5750
O 3.10313 3.72641 -2.06772 -0.9302
O 0.86500 2.34676 -2.10640 -0.5770
H 4.71283 2.02768 -4.51170 0.3592
H 3.99351 1.12061 -3.29440 0.2438
H 4.18958 2.77963 -3.02842 0.4520
H 3.28437 2.76785 -6.27790 0.4526
H 3.14653 4.21277 -5.23641 0.4511
H 1.70306 3.43286 -5.86647 0.3571
H 2.03740 -0.42332 -6.33349 0.3995
H 0.13832 4.29385 -3.41632 0.3333
C -3.05762 1.39359 -0.26022 -0.8232
C -3.88683 0.28902 -0.39186 -0.8083
C -3.43487 -0.82472 -1.07113 -0.7190
C -2.16186 -0.81997 -1.62637 0.6732
N -1.37718 0.27413 -1.49644 0.3027
C -1.79704 1.34484 -0.81659 -0.3441
C -1.52038 -1.92308 -2.34078 0.5036
C -2.15862 -3.12001 -2.66479 -0.2162
C -1.45230 -4.11783 -3.30783 -0.8720
C -0.10584 -3.91850 -3.61407 -0.8509
C 0.52759 -2.72730 -3.30197 -0.6307
C -0.17433 -1.69741 -2.67304 -0.1315
H -3.36785 2.27670 0.27871 0.6354
H -4.87580 0.29154 0.04802 0.4391
H -4.05044 -1.70708 -1.16004 0.3583
H -1.08642 2.15717 -0.73475 0.5432
H -3.20163 -3.27441 -2.41386 0.3707
H -1.93865 -5.04951 -3.56583 0.3942
H 0.45314 -4.71096 -4.09774 0.4271
H 1.58098 -2.59681 -3.51356 0.5768
O 2.21644 -2.02003 -0.71223 -0.6373
C 2.02037 -0.96448 -0.14511 0.5580
O 1.15631 -0.03979 -0.49040 -0.8625
C 2.75351 -0.56426 1.12109 -0.2902
C 2.05184 -1.04548 2.39423 -1.5304
Ge 0.21050 -0.45607 2.75181 1.6465
C -1.11603 -1.65285 1.95619 0.3830
C -2.43016 -1.62285 2.43134 -0.3350
C -3.36602 -2.55689 2.01109 -0.7713
C -2.99557 -3.55333 1.11654 -0.6416
C -1.69579 -3.59904 0.63649 -0.5686
C -0.76454 -2.65206 1.04869 -0.1669
C -0.10335 1.42941 2.35486 0.6828
C 0.94533 2.33004 2.17588 -0.8181
C 0.70187 3.67502 1.92996 -0.7410
C -0.60221 4.14607 1.88199 -0.7211
C -1.65780 3.26711 2.08276 -0.4901
C -1.40641 1.92163 2.31283 -0.2199
C -0.06298 -0.65482 4.68410 -0.0172
C -0.09653 0.44753 5.53566 -0.2900
C -0.26236 0.28687 6.90586 -0.7000
C -0.39640 -0.98389 7.44449 -0.4739
C -0.36832 -2.09331 6.60957 -0.6577
C -0.20556 -1.92663 5.24149 -0.4138
H 2.84082 0.52118 1.12521 -0.0258
H 3.75568 -0.99222 1.06545 0.6431
H 2.63150 -0.72172 3.26266 0.5125
H 2.04246 -2.13850 2.43184 0.4746
H -2.72075 -0.88366 3.17161 0.3166
H -4.37745 -2.52114 2.39802 0.4284
H -3.71842 -4.29661 0.80143 0.4099
H -1.39714 -4.36915 -0.06413 0.4249
H 0.24247 -2.71624 0.65344 0.1727
H 1.97184 1.98606 2.21951 0.2851
H 1.53079 4.35288 1.77103 0.4362
H -0.79501 5.19481 1.69444 0.3816
H -2.67855 3.63190 2.06105 0.5198
H -2.24228 1.24404 2.45083 0.1993
H 0.00138 1.44729 5.12604 0.3305
H -0.28937 1.15528 7.55242 0.3924
H -0.52689 -1.11092 8.51182 0.3723
H -0.47769 -3.08756 7.02467 0.4026
H -0.20234 -2.80091 4.59810 0.3367
```

Output
E_LUMO: 0.047 eV
maximum force: 0.00690 Eh/bohr
frontier orbital gap: 7.66 eV
E_HOMO: -7.609 eV
spin multiplicity: 1
charge: 0
DFT total energy: -133126.656 eV

=====

- Look up the charge of the first one.
  0

=====

- spin multiplicity of number 8 (C21H30N2SiV)?
  3

=====

- Number 6 is which compound?
  C2H7N

=====

- The highest DFT total energy belongs to which entry?
  C2H7N